Formula: C4H7N7O
Source: OMol25
Level of theory: ωB97M-V with the def2-TZVPD basis set

Calculated total energy = -614.86831 Eh
Energy relative to the best compared isomer or geometry (same formula, charge and spin) = 145.6 kcal per mole
Gap between HOMO and LUMO = 8.084 eV
HOMO energy = -7.35 eV
Largest force on an atom = 8.0 eV Å⁻¹

Each line ends with the Löwdin charge.
Geometry (Å):
C  2.05  0.71  -0.42  -0.070
C  3.34  0.56  0.01  -0.143
C  -1.96  0.69  0.95  -0.030
C  -0.87  1.05  0.20  -0.190
H  0.18  -1.67  -1.05  0.140
H  -0.24  -1.18  0.40  0.110
H  1.47  1.52  -0.88  0.116
H  4.15  1.26  0.01  0.091
H  -3.94  -1.31  -0.38  0.111
H  -2.32  0.95  1.94  0.128
H  -0.06  1.72  0.42  0.083
N  0.18  -0.86  -0.44  0.041
N  1.50  -0.49  -0.17  -0.173
N  3.49  -0.71  0.50  -0.007
N  2.36  -1.34  0.38  0.028
N  -2.61  -0.16  0.14  -0.247
N  -0.93  0.40  -1.00  -0.065
N  -2.01  -0.34  -1.02  0.009
O  -3.77  -0.80  0.42  0.066